[1]
Below is C68H59AsBrKN3O2P3S2 as an isolated structure, with properties calculated with wB97M-V/def2-TZVPD.

XYZ file:
```
140
C68H59AsBrKN3O2P3S2 | the OMol25 dataset | wB97M-V/def2-TZVPD
K 1.01036 -0.05621 1.86353
S -1.73269 2.36235 3.81670
P -0.35651 3.37883 2.83478
C 0.26273 2.61996 1.39988
P 1.40985 2.55673 0.05177
S 2.49563 1.01420 -0.64182
C 2.87390 3.57283 0.75152
C 3.61015 2.87297 1.71856
C 4.69385 3.45054 2.36200
C 5.05677 4.76750 2.07576
C 4.31485 5.49061 1.15521
C 3.23078 4.89665 0.50265
C 0.93138 3.66867 -1.33852
C 1.89678 4.04443 -2.27695
C 1.56808 4.87598 -3.34183
C 0.26229 5.33923 -3.48606
C -0.70547 4.95157 -2.57154
C -0.37157 4.11269 -1.51179
C 1.06260 3.73587 3.92907
C 1.52836 5.00959 4.23460
C 2.62207 5.16886 5.08196
C 3.25006 4.06033 5.63050
C 2.78992 2.78498 5.32851
C 1.70565 2.62357 4.48099
C -0.98287 5.03885 2.34640
C -2.19560 5.52411 2.82528
C -2.66374 6.77145 2.41931
C -1.92319 7.53858 1.52933
C -0.71511 7.05472 1.04036
C -0.25128 5.81089 1.44557
H 3.32423 1.84060 1.93992
H 5.25682 2.87042 3.08583
H 5.90363 5.22685 2.57547
H 4.57894 6.51973 0.93458
H 2.67743 5.48014 -0.22743
H 2.90368 3.65699 -2.16839
H 2.32675 5.15709 -4.06568
H 0.00167 5.99470 -4.31085
H -1.72916 5.29096 -2.68702
H -1.12990 3.80642 -0.79787
H 1.04614 5.88134 3.81245
H 2.98938 6.16601 5.29710
H 4.11389 4.19005 6.27379
H 3.28725 1.90679 5.72657
H 1.36791 1.62251 4.23650
H -2.76937 4.90542 3.50723
H -3.61165 7.13866 2.79702
H -2.28962 8.50772 1.20880
H -0.13878 7.63716 0.33242
H 0.68337 5.42412 1.05660
O 5.54256 -3.38767 3.86520
C 5.64485 -2.68244 2.67825
C 6.71448 -2.90321 1.81697
C 6.78816 -2.21507 0.61177
C 5.79049 -1.30843 0.27747
C 4.73461 -1.09529 1.15758
C 4.64131 -1.77066 2.36401
C 3.47265 -1.46880 3.32697
O 2.82389 -0.34045 3.15304
N 2.53209 -2.70276 3.16004
N 1.26280 -2.57798 3.38092
C 0.46427 -3.58852 3.45605
C -0.94504 -3.40340 3.77430
Br -1.43277 -1.60111 4.10945
C -1.80175 -4.43230 3.82198
C -3.22874 -4.56184 4.15204
C -3.84953 -5.77404 3.81915
C -5.19166 -6.00633 4.07637
C -5.96405 -5.02880 4.69199
C -5.36599 -3.82512 5.04059
C -4.02209 -3.59079 4.77974
H 6.34068 -3.91064 3.96449
H 7.48656 -3.62004 2.09090
H 7.62597 -2.38765 -0.05531
H 5.82531 -0.75427 -0.65466
H 3.97107 -0.35798 0.92106
H 3.88271 -1.62726 4.34546
H 2.96068 -3.62107 3.12780
H 0.81465 -4.61061 3.31948
H -1.34113 -5.37247 3.52347
H -3.26049 -6.54182 3.32815
H -5.63860 -6.95098 3.79021
H -7.01346 -5.20364 4.89883
H -5.95169 -3.04821 5.52062
H -3.58948 -2.64242 5.05857
C -0.94946 -2.70420 -1.55982
C -1.94710 -2.93426 -2.69545
As -1.46105 -4.46432 -3.83682
C -2.74256 -4.20074 -5.30538
C -2.49895 -4.80336 -6.54340
C -3.37686 -4.63849 -7.60607
C -4.52881 -3.87318 -7.44480
C -4.79225 -3.28570 -6.21539
C -3.90589 -3.45057 -5.15277
C 0.11450 -3.70918 -4.72898
C 0.05014 -2.71130 -5.70088
C 1.20857 -2.23089 -6.29824
C 2.45046 -2.72289 -5.91503
C 2.52975 -3.69387 -4.92542
C 1.36645 -4.18734 -4.34512
P -1.02221 -0.97959 -0.55296
C -2.80546 -1.34490 -0.17508
C -3.93888 -0.85833 -0.82957
C -5.21615 -1.31212 -0.50527
C -5.39644 -2.26836 0.48355
C -4.28364 -2.76251 1.15547
C -3.01226 -2.30291 0.82775
C -0.85486 -0.02460 -2.13262
C -1.73637 0.96722 -2.56877
C -1.54363 1.62936 -3.77743
C -0.41988 1.36481 -4.54834
C 0.49256 0.41929 -4.10468
C 0.26105 -0.28416 -2.92852
H 0.07971 -2.80814 -1.91769
H -1.09576 -3.47704 -0.79984
H -2.05341 -2.05207 -3.33166
H -2.92846 -3.17004 -2.28069
H -1.59946 -5.39380 -6.67733
H -3.16198 -5.10240 -8.56324
H -5.21289 -3.73432 -8.27486
H -5.68641 -2.68675 -6.08032
H -4.12052 -2.97488 -4.20252
H -0.90650 -2.28951 -5.98347
H 1.14101 -1.45064 -7.04788
H 3.35399 -2.33715 -6.37361
H 3.49590 -4.06370 -4.60218
H 1.43081 -4.94698 -3.57488
H -3.84129 -0.12873 -1.61979
H -6.07522 -0.91293 -1.03625
H -6.39077 -2.62517 0.73060
H -4.40575 -3.50230 1.93833
H -2.14991 -2.70483 1.35074
H -2.55184 1.27677 -1.93146
H -2.25760 2.38242 -4.09408
H -0.24714 1.91143 -5.46985
H 1.40676 0.23628 -4.65744
H 0.98125 -1.02515 -2.60976
N -1.30340 0.92410 0.42925
C -0.30868 1.77695 0.42675
H -1.82719 0.89476 1.30738
```

Calculated values
energy: -10171.56194 hartree
E_LUMO: 3.7124 eV
total charge: -2
ΔE to the lowest compared entry with this formula, charge and spin: 0.00 kcal per mole

[2]
Below is a 9-piece molecular cluster, C68H75IN10O19S overall, with properties calculated with wB97M-V/def2-TZVPD.

XYZ file:
```
174
C68H75IN10O19S | the OMol25 dataset | wB97M-V/def2-TZVPD
C -6.55517 10.64565 -1.13565
C -8.05871 10.94073 -1.53265
C -8.88777 9.62428 -1.74637
C -8.92802 8.67899 -0.48010
C -9.28121 9.41104 0.85715
C -8.99583 8.52143 2.13401
C -7.52030 7.94307 2.17734
C -6.76528 8.23366 3.53690
C -5.31613 8.84765 3.28282
C -4.26568 8.21340 4.26529
C -3.59256 6.89234 3.70065
C -2.08087 6.90204 4.17472
C -1.55507 5.43998 4.49418
I -1.75227 5.13460 6.63644
O -0.25656 5.17051 3.93401
C 0.75405 4.97485 4.87825
O 1.31082 5.93815 5.31962
C 1.24866 3.57593 5.34647
C 2.25029 2.88554 4.34792
C 2.86054 1.63605 5.12503
C 3.07347 0.39016 4.16432
S 1.38055 -0.18990 3.71941
C 1.39302 -1.83972 2.97572
N 2.02258 -2.35715 1.92529
N 1.56115 -3.64407 1.89152
C 0.68175 -3.86310 2.86259
O 0.55791 -2.70763 3.60467
H -6.42852 10.45747 -0.04411
H -5.91842 11.54094 -1.37212
H -6.15217 9.81092 -1.76532
H -8.01450 11.45699 -2.52425
H -8.53870 11.64091 -0.80617
H -8.34572 9.04814 -2.54436
H -9.91604 9.82243 -2.15000
H -9.72167 7.91417 -0.68113
H -7.94184 8.14834 -0.45038
H -10.39408 9.57798 0.84423
H -8.82042 10.42084 0.96583
H -9.15765 9.10685 3.07029
H -9.69285 7.64604 2.16926
H -7.60318 6.82912 2.07931
H -6.87048 8.32871 1.35212
H -7.30966 8.96279 4.18075
H -6.61908 7.25065 4.06993
H -5.37176 9.94488 3.49879
H -4.98533 8.72883 2.22314
H -3.43097 8.93114 4.46836
H -4.76713 8.02770 5.24752
H -4.12144 5.96619 4.04433
H -3.60987 6.94528 2.58414
H -2.05654 7.45825 5.14763
H -1.40672 7.42966 3.46420
H -2.26147 4.71790 4.00938
H 0.34309 2.91426 5.40778
H 1.69488 3.68593 6.35700
H 3.06810 3.60868 4.09597
H 1.72644 2.56326 3.41095
H 3.78156 1.89327 5.69317
H 2.04288 1.31918 5.83027
H 3.68455 -0.33574 4.74982
H 3.70583 0.68618 3.28889
H 0.11636 -4.78390 3.08140
O -7.77306 5.74335 4.46746
N -8.05747 6.20271 5.56734
O -7.48249 7.12471 6.11076
C -9.17517 5.58332 6.28774
C -9.83559 4.50222 5.72174
C -10.87678 3.90413 6.41637
C -11.25139 4.39058 7.66265
C -10.59020 5.48005 8.21610
C -9.54630 6.08130 7.52828
H -9.55048 4.11684 4.75174
H -11.39541 3.05568 5.98750
H -12.06170 3.91786 8.20560
H -10.88695 5.85821 9.18646
H -9.03491 6.92734 7.96822
O -3.35214 -0.78732 -3.38211
N -2.66419 0.18764 -3.13699
O -2.69617 1.23021 -3.76447
C -1.72894 0.09709 -2.00985
C -1.63780 -1.08789 -1.29376
C -0.73551 -1.17782 -0.24374
C 0.06144 -0.08800 0.08434
C -0.04439 1.09750 -0.63218
C -0.94259 1.19381 -1.68548
H -2.25436 -1.94174 -1.54248
H -0.65032 -2.10074 0.31855
H 0.76933 -0.16448 0.90159
H 0.57678 1.94550 -0.37163
H -1.01643 2.11969 -2.24055
O 6.90444 -4.93297 8.52919
N 6.84547 -3.94598 7.81997
O 7.46646 -2.91632 8.01526
C 5.96136 -3.99777 6.64997
C 5.20824 -5.14081 6.41236
C 4.35527 -5.17487 5.31750
C 4.27029 -4.07451 4.47554
C 5.03110 -2.94558 4.71174
C 5.88357 -2.89879 5.80520
H 5.27204 -6.00008 7.06682
H 3.75558 -6.05569 5.12401
H 3.60055 -4.09856 3.62265
H 4.95578 -2.09649 4.04267
H 6.47359 -2.00915 5.98576
O 2.81863 -7.88604 -2.10837
N 2.55262 -7.15167 -3.04509
O 2.59092 -7.48754 -4.21666
C 2.16887 -5.77014 -2.74272
C 2.15347 -5.33897 -1.42307
C 1.81486 -4.02360 -1.14222
C 1.49118 -3.15357 -2.17777
C 1.49816 -3.59803 -3.49467
C 1.83872 -4.91141 -3.78233
H 2.40498 -6.00906 -0.61119
H 1.80698 -3.67588 -0.11334
H 1.23335 -2.12413 -1.95708
H 1.24220 -2.91707 -4.29707
H 1.84541 -5.24797 -4.81097
O 1.91728 -14.27339 -6.95530
N 2.31555 -13.15644 -7.23123
O 2.46133 -12.73757 -8.36781
C 2.64587 -12.25430 -6.12331
C 2.52771 -12.70443 -4.81685
C 2.86417 -11.85266 -3.77391
C 3.30913 -10.56322 -4.04232
C 3.41414 -10.11895 -5.35470
C 3.08265 -10.96676 -6.40063
H 2.18200 -13.70615 -4.59816
H 2.78211 -12.19480 -2.74948
H 3.57512 -9.90308 -3.22686
H 3.75743 -9.11468 -5.56180
H 3.17100 -10.61448 -7.41857
O 5.74321 1.65810 0.46303
N 5.95875 0.67718 1.14846
O 5.27509 -0.33338 1.14171
C 7.12154 0.71609 2.04856
C 7.89894 1.86355 2.10714
C 8.98238 1.90596 2.97365
C 9.28247 0.80596 3.76781
C 8.50396 -0.34260 3.69475
C 7.41795 -0.39009 2.83291
H 7.67334 2.72494 1.49233
H 9.59237 2.79882 3.03223
H 10.12602 0.84427 4.44730
H 8.74221 -1.19959 4.31320
H 6.81640 -1.28866 2.78537
O 5.73152 -0.59072 -4.41915
N 4.71770 -1.06197 -4.90033
O 3.58956 -0.82653 -4.50647
C 4.85909 -1.98632 -6.03117
C 6.12517 -2.31899 -6.49117
C 6.25034 -3.21330 -7.54560
C 5.11575 -3.76087 -8.13220
C 3.85301 -3.41259 -7.67066
C 3.72060 -2.52275 -6.61534
H 7.01379 -1.89736 -6.04029
H 7.23323 -3.48634 -7.90902
H 5.21611 -4.46297 -8.95142
H 2.97082 -3.83923 -8.13223
H 2.73288 -2.25999 -6.26047
O 4.26888 -7.67092 -8.11612
N 4.56560 -7.53523 -9.28916
O 5.47503 -6.83026 -9.69390
C 3.77259 -8.26464 -10.28463
C 2.70551 -9.04688 -9.86657
C 1.94371 -9.71734 -10.81165
C 2.25423 -9.60526 -12.16097
C 3.33081 -8.82713 -12.56929
C 4.09538 -8.15185 -11.62939
H 2.45606 -9.13962 -8.81873
H 1.10518 -10.32580 -10.49669
H 1.65398 -10.12593 -12.89804
H 3.57142 -8.74468 -13.62192
H 4.93012 -7.54603 -11.95646
```

Calculated values
energy: -5308.33007 hartree
E_LUMO: -0.7824 eV